# 1
This record from OMol25 describes a molecular structure, C34H36BiClFN6O5S3. The level of theory is wB97M-V/def2-TZVPD.

Max |F| ... 0.0183 Eh/bohr
Frontier orbital gap ... 8.83 eV
Net charge ... +1
Energy above the lowest of the compared OMol25 structures with the same formula, charge and spin ... 16.17 kJ/mol
LUMO ... -1.98 eV
Highest occupied orbital energy ... -10.81 eV

Structure (XYZ):
```
87
Properties=species:S:1:pos:R:3:lowdin_charge:R:1
C 0.485 -1.504 -4.758 -0.6424
H -3.193 2.136 2.420 0.1064
S 0.413 0.619 3.401 0.9513
H 2.978 -3.157 2.184 0.1221
H -2.521 -1.525 -7.410 0.0688
C -2.841 1.274 -5.724 -0.0300
H -0.199 -6.359 0.948 0.1386
O -0.950 1.556 -1.778 -0.5097
C 4.341 -0.643 -0.699 0.0033
H -1.359 -0.717 6.327 0.1199
N 0.482 -2.676 0.222 0.1007
N -2.376 1.693 2.026 0.1084
H -2.875 -4.785 -0.357 0.1029
C 4.896 0.165 0.274 -0.2807
C 0.249 3.380 0.337 -0.2925
C 1.394 3.442 -0.453 -0.0335
O 0.249 -0.427 2.325 -0.6710
S -1.765 4.279 1.665 1.1400
C -1.960 -5.282 -0.675 0.0022
O -2.954 2.915 -1.536 -0.2795
C -1.510 2.572 1.452 -0.7072
H 1.492 1.398 -2.548 0.0945
H -2.572 2.870 -4.298 0.1218
H -1.993 -6.332 -0.399 0.0942
C 2.961 -0.645 -0.853 -0.1506
H -1.893 -5.189 -1.758 0.1005
C 1.318 5.858 -0.404 -0.0749
H 1.971 1.508 -4.976 0.1192
Cl 0.069 -2.904 -5.665 0.7191
H 2.129 1.555 1.568 0.0655
H 1.164 -1.341 6.421 0.1201
H 2.532 -1.291 -1.606 0.0904
C 1.479 0.643 -4.556 -0.0147
C -3.207 -0.904 -4.790 -0.0393
C 2.130 0.143 -0.054 -0.3811
C 1.295 -3.330 1.052 -0.3589
H -2.749 1.921 -6.587 0.1148
H -2.922 0.071 -8.054 0.0775
C -0.567 -0.149 5.838 -0.2245
H -0.271 0.660 6.509 0.1175
H -1.711 -0.243 3.966 0.0925
H 2.295 -0.705 4.099 0.0863
C -2.735 1.810 -4.451 -0.0434
H -4.203 -1.000 -7.475 0.0886
C -0.344 4.591 0.724 -0.4527
H 4.982 -1.254 -1.321 0.1246
C 4.115 0.958 1.093 0.0075
C -3.180 -0.665 -7.295 -0.0422
H 1.346 -0.448 -6.414 0.1190
C 0.643 -1.019 5.520 -0.2351
H -0.330 6.739 0.658 0.1144
H 4.584 1.592 1.834 0.1257
C 1.122 -0.432 -5.356 -0.0589
C 1.923 4.670 -0.802 -0.0615
C 0.169 5.827 0.361 -0.0766
C -0.589 -3.294 -0.336 -0.5234
H 2.434 -1.693 1.398 0.0685
N 2.317 -2.674 1.605 0.2051
H 1.868 2.541 -0.797 0.0715
H -3.186 -1.012 -2.633 0.1067
H -1.518 1.401 4.610 0.0793
S -2.464 1.581 -1.740 0.4689
C 1.203 0.594 -3.205 -0.1401
C 1.091 -4.710 1.347 0.0058
H 1.984 0.664 5.196 0.0992
C 1.527 -0.155 4.638 -0.2964
H 1.758 -5.247 2.003 0.1133
C -1.045 0.426 4.508 -0.3039
O -1.374 -2.715 -1.082 -0.0267
C 2.738 0.930 0.926 -0.1664
H -2.643 0.951 1.384 0.0814
H 0.335 -1.910 4.967 0.1166
H -0.365 -2.252 -2.923 0.0922
O -2.947 0.592 -0.779 -0.4063
F 6.225 0.176 0.435 0.0785
N 0.560 -0.436 -2.642 -0.0564
N -0.418 2.233 0.803 -0.0436
C 0.184 -1.457 -3.405 -0.1428
C -3.070 -0.086 -5.911 -0.2695
C 0.029 -5.317 0.772 -0.0325
C -2.868 0.977 -3.354 -0.2717
Bi -0.135 -0.057 -0.235 1.9515
H 1.747 6.807 -0.697 0.1099
N -0.806 -4.649 -0.050 -0.0389
H 2.828 4.702 -1.395 0.1097
C -3.094 -0.384 -3.510 -0.0555
H -3.398 -1.963 -4.924 0.1186
```

# 2
This record from OMol25 describes a molecular structure, C34H36BrF3N13O3Pt. The level of theory is wB97M-V/def2-TZVPD.

Max |F| ... 0.0060 Eh/bohr
Frontier orbital gap (alpha / beta) ... 7.90 / 5.04 eV
Net charge ... +3
Energy above the lowest of the compared OMol25 structures with the same formula, charge and spin ... 56.81 kJ/mol
<S²> ... 6.047
LUMO (alpha / beta) ... -8.16 / -11.07 eV
Highest occupied orbital energy (alpha / beta) ... -16.06 / -16.10 eV
Multiplicity ... 5

Structure (XYZ):
```
91
Properties=species:S:1:pos:R:3:lowdin_spin:R:1
C -0.647 -2.979 -3.626 0.0068
N -1.255 0.498 -0.952 0.1073
H 4.272 -0.442 -1.508 0.0000
C -0.569 -3.587 -2.397 0.0491
C 0.069 -4.838 -2.273 0.0373
H -4.661 4.247 -1.810 0.0008
C -1.462 5.117 0.049 0.0068
C 0.707 0.568 3.279 0.0030
N -1.666 3.851 -0.342 0.1246
C -0.058 -5.188 2.454 0.0427
O -0.193 -4.765 0.104 -0.0184
N 0.687 -6.727 0.643 0.1408
C -0.579 -3.903 2.709 0.0560
H -2.944 2.543 -1.303 0.0008
H 1.917 2.981 1.980 0.0038
N 1.032 2.267 -1.010 0.1820
N -1.529 -0.884 -2.597 0.0010
C -0.738 -3.462 3.999 0.0095
H 3.337 4.153 -2.273 0.0003
H 0.619 3.932 2.337 0.0020
C -2.464 -0.140 -0.881 0.0040
H -0.843 -3.272 1.871 0.0023
C -2.426 2.435 2.296 0.0149
H 0.681 -7.033 3.308 0.0015
C -0.391 -4.324 5.049 0.0965
C 0.285 -6.048 3.516 0.0664
H 0.269 0.261 -2.443 -0.0001
C -0.769 -0.586 2.308 0.0036
O -1.355 3.081 2.409 0.1699
F -4.256 3.801 2.743 0.0002
H 5.682 -0.017 -0.539 0.0000
F -3.147 3.053 4.453 0.0029
C -3.598 2.754 3.243 0.0036
N 0.732 -6.623 -0.669 0.1372
F -4.422 1.715 3.321 0.0037
C -1.399 -1.681 -3.818 -0.0010
C -0.696 -0.006 -2.043 0.0045
H 5.184 1.654 -2.369 0.0003
C 0.515 -4.874 -4.630 -0.0058
H -1.235 -1.834 5.327 0.0001
H 0.922 -5.355 -5.509 -0.0017
H -0.950 -1.067 -4.597 -0.0003
H -0.150 -3.157 -5.714 0.0040
H -1.496 -0.977 1.615 -0.0003
N 0.065 0.422 2.078 0.0743
H 1.568 3.871 -3.971 0.0009
H -0.510 -3.991 6.073 0.0042
H 5.198 2.373 -0.764 0.0007
H 1.544 4.221 0.992 0.0035
H -0.270 3.025 -2.447 0.0005
Br -4.804 7.144 -1.185 -0.0019
C -3.539 5.826 -0.862 -0.0046
C 0.108 -5.604 4.810 -0.0061
C 4.673 1.661 -1.408 0.0028
C 0.600 -5.494 -3.399 0.0688
H -2.155 7.137 0.148 0.0008
N 2.483 0.847 0.090 0.0049
C -0.092 -3.628 -4.739 0.0918
H 1.597 2.123 -3.756 -0.0001
C 3.796 0.303 0.446 0.0007
H 0.761 4.239 -1.720 0.0012
C 0.746 3.213 -2.100 0.0113
C -2.802 3.570 -0.998 0.0067
N 0.336 -0.294 4.185 0.0034
Pt -0.456 2.136 0.523 1.8969
H 0.364 -6.244 5.642 -0.0017
H -2.369 -2.051 3.998 -0.0006
C -2.362 6.132 -0.190 0.0052
N -2.662 -0.979 -1.865 0.0047
N 1.140 3.497 1.579 0.1541
C 0.205 -5.427 -0.996 0.1127
C -1.315 -2.090 4.274 -0.0009
O -2.560 1.576 1.396 0.1372
H -2.425 -1.893 -4.118 -0.0003
H -1.007 -3.120 -1.525 0.0020
H 3.878 2.967 -3.453 0.0001
H -0.543 5.326 0.580 0.0007
H -3.196 0.052 -0.114 0.0001
N -0.618 -1.017 3.554 0.0009
C 1.731 3.079 -3.241 0.0061
C 4.666 0.281 -0.791 0.0003
H 1.074 -6.460 -3.286 0.0015
C 3.132 3.161 -2.685 0.0006
H 1.459 1.312 3.484 -0.0002
H 3.645 -0.699 0.843 0.0002
N 3.301 2.138 -1.649 0.0163
C 0.141 -5.590 1.117 0.1089
H 4.262 0.906 1.230 0.0004
C -3.759 4.521 -1.281 0.0053
H 1.688 0.605 0.660 -0.0010
C 2.273 1.773 -0.871 0.0240
```

# 3
This record from OMol25 describes C34H36N4O4 in the gas phase. The level of theory is wB97M-V/def2-TZVPD.

Max |F| ... 0.0161 Eh/bohr
Frontier orbital gap ... 8.46 eV
Net charge ... 0
Energy above the lowest of the compared OMol25 structures with the same formula, charge and spin ... 18.30 kJ/mol
Structure (SMILES) ... COc1ccc([C@H]2c3[nH]c4ccccc4c3C[C@H]3C(=O)N(C4CCN(Cc5ccccc5)CC4)CC(=O)N23)c(OC)c1
LUMO ... 0.61 eV
Highest occupied orbital energy ... -7.85 eV

Structure (XYZ):
```
78
Properties=species:S:1:pos:R:3:lowdin_charge:R:1
H -2.780 -3.560 -1.956 0.1140
C 0.228 2.416 3.266 -0.0196
C -0.209 -0.566 -0.317 -0.0296
H -1.121 -2.033 -5.089 0.1254
H -2.173 -1.223 -2.336 0.1082
H 5.973 0.352 1.335 0.1086
H -0.549 2.159 5.250 0.1174
H -3.173 -8.016 -0.683 0.1004
C 0.023 -2.936 -2.172 -0.1071
H 2.196 2.127 -1.232 0.1730
N 0.771 1.583 0.156 0.0664
C -0.039 -1.484 -2.642 -0.2784
H -2.675 -5.713 -5.008 0.1139
C -2.791 -6.228 -4.067 -0.0412
H 5.054 4.369 4.153 0.1066
H -3.080 -5.561 -0.770 0.1085
C 3.032 0.637 0.053 -0.0455
H -0.426 -4.895 -2.989 0.1213
C -0.918 4.010 1.885 -0.2147
O -0.976 4.635 0.674 -0.0794
C -0.307 0.809 0.351 -0.3970
C -1.445 -1.156 -3.147 -0.1063
N 0.410 -0.551 -1.616 0.0031
C 6.714 1.714 2.815 -0.1040
C 6.459 2.838 3.606 -0.1017
O -2.469 3.795 5.220 -0.0768
C -3.559 4.676 5.104 -0.0886
C -0.426 -3.855 -3.319 -0.1674
C 4.294 3.010 2.665 -0.1952
C -3.013 -6.134 -1.685 -0.0468
H 3.879 0.471 -0.615 0.1331
C -2.059 5.490 0.402 -0.0766
H -2.586 4.990 2.797 0.0933
C 5.770 1.221 1.943 -0.0273
H 2.562 4.225 2.838 0.1668
C 1.844 1.207 -0.745 -0.1580
H 1.042 -3.192 -1.877 0.1254
C -1.660 3.603 4.142 -0.2631
N -1.743 -3.540 -3.835 -0.1732
H -1.931 5.805 -0.632 0.0955
C 5.251 3.500 3.542 -0.0245
H -4.248 4.361 4.313 0.0973
C 1.438 0.275 -1.877 -0.4039
H 1.010 1.681 3.391 0.1312
H 0.347 -1.217 0.376 0.1416
C -2.832 -3.974 -2.976 -0.1554
H -0.628 -3.086 -1.309 0.1067
H -2.826 -1.954 -4.618 0.1194
C -2.978 -8.257 -2.801 -0.0967
C -3.066 -7.516 -1.635 -0.0885
H -1.470 -0.140 -3.543 0.1244
C 4.538 1.869 1.860 -0.1151
H 1.029 3.652 0.225 0.1641
H 0.281 -3.758 -4.149 0.1282
H 7.225 3.192 4.279 0.0974
H 0.668 -1.348 -3.470 0.1491
H -2.050 6.374 1.049 0.0962
H -3.016 -9.335 -2.761 0.0990
H -4.072 4.637 6.063 0.0932
H -3.763 -3.617 -3.428 0.1331
C -1.817 -2.157 -4.253 -0.1784
C -2.838 -7.609 -4.017 -0.0820
N 3.032 3.458 2.388 0.1514
O 2.037 0.297 -2.936 0.0736
C 3.353 1.656 1.097 -0.1062
C -0.637 2.672 4.307 0.0044
C 2.467 2.634 1.450 -0.1564
H -3.230 5.704 4.914 0.0951
C -2.879 -5.477 -2.900 -0.2285
C 1.072 2.801 0.923 -0.1180
H -2.767 -8.183 -4.929 0.1010
O -1.284 1.099 1.009 0.0951
C -1.794 4.273 2.931 0.0520
C 0.107 3.071 2.050 -0.1369
H 7.675 1.227 2.895 0.0965
H 2.764 -0.322 0.507 0.1291
H -1.225 -0.954 -0.396 0.1273
H -3.015 4.969 0.505 0.1009
```

The lowest net charge belongs to which entry?
C34H36N4O4

Among the records above, which one has the lowest energy above the lowest of the compared OMol25 structures with the same formula, charge and spin?
C34H36BiClFN6O5S3